## one
DFT (ωB97M-V with the def2-TZVPD basis set) results for 12 unconnected molecules or ions with the total composition C6H35NO12.

```
54
C6H35NO12 | OMol25 | ωB97M-V with the def2-TZVPD basis set
H -0.12 3.53 -1.83
O 4.73 0.91 -0.72
H 1.12 -4.89 1.85
C 1.05 4.51 -0.39
O 3.61 -1.94 -1.87
H 2.26 -3.90 1.80
H -3.44 2.06 -2.99
H -0.22 1.20 -0.47
N -1.11 1.66 -0.53
H 4.43 1.76 -0.40
C -1.06 3.04 0.07
H -2.74 0.55 3.09
H 0.48 -0.05 -1.62
C -3.01 2.23 -2.01
O -1.27 0.73 -2.57
H -0.41 -3.25 0.93
H -3.75 1.78 -1.34
H 0.80 4.14 1.73
H -3.91 -3.26 0.10
O -2.24 -3.37 -1.82
O -3.43 -2.53 0.48
H 4.03 -3.70 -1.04
O -0.88 -2.50 3.60
O 1.48 -4.13 2.32
O 1.05 -0.79 -1.80
H -1.21 -2.03 1.03
H -3.65 -1.72 0.01
H -2.93 3.32 -1.93
H 5.14 0.35 -0.06
H 1.17 0.19 1.80
H 1.77 3.70 -0.49
O -3.03 1.47 3.14
H 0.54 -1.40 -2.34
H 3.45 -2.29 -2.74
O -0.39 -2.35 0.60
H 1.37 5.39 -0.95
O 0.23 0.15 1.60
C 1.01 4.98 1.07
H -0.81 -1.94 4.36
H -0.50 2.81 0.97
H 3.47 -2.97 0.07
C -0.35 4.02 -0.88
C -1.71 1.54 -1.76
H -1.66 -3.41 -1.06
H -2.08 3.39 0.18
O 3.83 -3.85 -0.12
H 3.23 -1.07 -1.72
H -2.48 1.94 2.50
H -2.16 -4.17 -2.34
H 2.02 5.27 1.38
H 0.07 -0.77 1.33
H -0.94 4.91 -1.10
H 0.26 5.75 1.21
H -0.03 -2.95 3.53
```

For the HOMO-LUMO gap, the calculation gives 9.73 eV. Its SMILES is CCCCNC(C)=O.O.O.O.O.O.O.O.O.O.O.O. Its highest occupied orbital energy is -9.587 eV. Its LUMO energy is 0.1 eV. The spin multiplicity is 1.


## two
DFT (ωB97M-V with the def2-TZVPD basis set) results for 12 unconnected molecules or ions with the total composition C6H35NO12.

```
54
C6H35NO12 | OMol25 | ωB97M-V with the def2-TZVPD basis set
O -1.95 1.57 -3.72
H 0.26 -0.97 1.25
H -2.94 -1.44 -3.64
N -0.74 -1.03 -1.20
H 1.20 3.04 -1.82
O 3.52 1.60 -0.42
H -2.18 -0.13 -3.88
C -2.39 -1.30 1.49
C -2.94 1.10 0.99
H 2.27 -0.82 -1.55
O 3.16 0.95 2.16
H -0.33 4.05 0.89
H 0.14 2.82 0.19
H -1.86 -1.01 2.42
H 3.46 1.55 0.54
H 0.71 1.60 -1.68
H 1.54 -2.90 1.60
H 0.44 2.15 3.71
H 0.15 -1.61 -3.02
H -1.06 0.99 -0.76
C -0.14 -0.80 -2.36
H -3.11 -0.53 -0.36
H 2.82 0.06 2.04
H 0.67 -3.56 2.63
H -1.92 -2.16 1.14
O -2.10 -1.10 -3.83
H 3.39 0.03 -0.87
H -3.86 0.95 1.58
O 0.23 0.36 -2.69
O -0.75 -3.77 -0.31
H 0.58 2.69 2.31
H -1.61 1.89 -4.51
H 2.42 1.44 2.55
O 2.66 -1.60 1.47
H -0.13 0.67 1.63
C 0.11 0.03 0.82
C -1.02 0.03 -0.21
H 1.07 0.41 0.38
H 2.77 -1.36 0.45
H 3.52 -1.94 1.76
O 0.99 -3.68 1.69
H 2.70 1.97 -0.68
H -2.22 1.62 1.67
H -1.23 -4.55 -0.25
O 3.09 -0.92 -1.05
H -3.38 -1.57 1.76
H -3.18 1.83 0.18
C -2.40 -0.21 0.42
O 1.08 2.42 -1.19
H -1.17 1.31 -3.24
O -0.34 3.16 0.95
O 1.07 2.37 3.08
H -0.12 -3.72 0.39
H -0.97 -1.98 -0.86
```

For the HOMO-LUMO gap, the calculation gives 10.37 eV. Its SMILES is CC(C)[C@@H](C)NC=O.O.O.O.O.O.O.O.O.O.O.O. Its highest occupied orbital energy is -10.036 eV. Its LUMO energy is 0.3 eV. The spin multiplicity is 1.


Which is the most stable structure? two is the most stable.